(1)
The following is a quantum chemistry calculation of a cluster of 8 separate species, C13H32BF4N12O5 in total in a non-equilibrium geometry, from the OMol25 dataset.

```
! wB97M-V def2-TZVPD RIJCOSX def2/J DEFGRID3
* xyz 0 2
F 1.543 -1.465 -0.512
F 0.536 0.509 -0.742
F -0.564 -1.221 0.157
F 1.032 -0.272 1.285
O -0.620 -2.158 5.469
O 3.171 -3.233 2.492
O -0.049 3.737 -4.400
O 0.686 4.838 2.008
O 5.755 0.839 -0.842
N 4.281 -0.719 -0.402
N 1.327 -3.589 1.271
N 0.137 3.273 -2.248
N -1.288 -1.977 3.280
N -3.409 3.117 3.070
N 0.496 -1.088 3.904
N 1.617 2.916 1.461
N -0.375 2.928 2.265
N 2.135 -5.194 2.189
N -0.810 1.857 -3.481
N -0.680 -1.158 -2.757
N 3.495 1.273 -0.680
C -4.399 1.096 1.560
C -1.613 -1.572 -3.686
C -0.527 -1.756 4.315
C 4.628 0.490 -0.681
C 0.514 -0.967 -3.384
C -3.832 2.235 2.375
C -3.516 0.587 0.357
C 0.324 -1.258 -4.707
C -3.561 1.334 -0.977
C 0.666 3.613 1.948
C 2.313 -3.923 2.041
C -1.015 -1.740 -4.847
C -0.221 2.990 -3.486
B 0.633 -0.599 0.043
H -4.569 1.375 -1.389
H -0.331 1.931 2.415
H 2.587 0.837 -0.608
H -1.649 -2.139 -5.625
H 5.051 -1.360 -0.530
H -1.121 3.450 2.702
H 3.314 -1.003 -0.464
H -2.952 0.896 -1.769
H 0.016 2.659 -1.456
H -1.226 1.444 -4.303
H -3.417 2.381 -0.711
H -2.518 0.390 0.748
H -1.307 -1.513 2.384
H 3.617 2.270 -0.571
H 2.785 -5.716 2.760
H 1.375 -0.523 -2.906
H -5.361 1.339 1.108
H 0.659 -0.671 2.999
H -0.749 -1.099 -1.751
H -3.857 -0.420 0.120
H 2.500 3.401 1.537
H -0.711 1.300 -2.644
H 1.693 1.909 1.469
H 1.703 -5.736 1.455
H 0.621 -4.282 1.070
H -2.596 -1.843 -3.329
H 1.350 -2.683 0.825
H -4.576 0.218 2.182
H 1.130 -1.233 -5.426
H 1.044 -0.818 4.709
H -2.120 -2.524 3.452
H 0.802 4.021 -2.112
*
```

Calculated values
E = -1972.35449 Ha
orbital gap (spin up / spin down) = 8.2065 / 3.3860 eV
LUMO energy (spin up / spin down) = -1.1 / -5.9 eV

=====

(2)
The following is a quantum chemistry calculation of a structure of composition C13H33ClIN4P2Yb in a non-equilibrium geometry, from the OMol25 dataset.

```
! wB97M-V def2-TZVPD RIJCOSX def2/J DEFGRID3
* xyz 2 2
Yb -0.526 -0.893 -0.336
I -2.348 -3.363 -1.073
Cl -1.742 0.779 -1.620
P -2.718 -0.018 1.370
P 0.862 -0.712 -2.887
N 1.899 2.899 1.080
N 1.043 0.612 0.732
N 1.902 1.318 2.950
N 3.465 1.017 1.089
C 3.268 2.462 0.728
C 3.256 0.887 2.544
C -2.890 1.729 1.906
C 2.451 0.207 0.379
C 0.898 0.508 2.229
C -0.059 -1.228 -4.378
C 0.908 2.073 0.383
C -2.593 -0.979 2.927
C 1.742 2.755 2.545
C -4.406 -0.407 0.793
C -3.616 -5.005 -1.766
C 1.621 0.859 -3.458
C 2.257 -1.901 -2.842
H 2.848 -1.933 -3.768
H 2.109 0.763 -4.436
H -0.110 2.398 0.644
H -0.111 0.843 2.532
H -4.425 -1.478 0.529
H -5.169 -0.152 1.539
H 0.760 3.139 2.858
H 1.025 2.179 -0.707
H 1.016 -0.546 2.532
H 2.602 -0.852 0.643
H -3.382 -0.751 3.656
H -2.615 -2.052 2.664
H -0.904 -0.525 -4.476
H 3.989 3.051 1.321
H -0.479 -2.226 -4.174
H -4.432 -4.599 -2.368
H -1.981 2.051 2.419
H -2.964 2.334 0.992
H 2.337 1.222 -2.719
H 3.402 -0.158 2.836
H 2.545 3.329 3.042
H -4.553 0.163 -0.139
H 3.989 1.532 3.055
H 0.816 1.604 -3.502
H -1.604 -0.795 3.377
H 3.449 2.621 -0.346
H 1.839 -2.901 -2.623
H 0.570 -1.228 -5.279
H -4.002 -5.516 -0.887
H -3.765 1.895 2.549
H 2.907 -1.652 -1.988
H 2.611 0.318 -0.710
H -2.995 -5.677 -2.363
*
```

Calculated values
E = -3332.95574 Ha
orbital gap (spin up / spin down) = 7.2228 / 6.3771 eV
energy above the lowest of the compared OMol25 structures with the same formula, charge and spin = 77.48 kJ/mol
LUMO energy (spin up / spin down) = -7.3 / -8.2 eV

=====

(3)
The following is a quantum chemistry calculation of a structure of composition C13H33F6N3Na3NiO6P in a non-equilibrium geometry, from the OMol25 dataset.

```
! wB97M-V def2-TZVPD RIJCOSX def2/J DEFGRID3
* xyz 2 3
Ni 1.062 4.290 -0.424
P -4.064 5.055 1.026
Na -1.860 2.460 2.049
Na 1.713 0.041 0.979
Na -2.410 3.993 -1.764
F -5.372 4.540 0.307
F -2.748 5.530 1.773
F -4.869 6.340 1.611
F -3.519 5.850 -0.287
F -3.234 3.727 0.546
F -4.553 4.129 2.309
O 3.799 -0.187 -0.208
O -3.734 -2.396 -0.607
O 1.200 2.201 -0.665
O -0.643 3.019 -0.218
O -0.522 -3.541 2.516
O -0.326 0.854 0.083
N -3.181 1.114 -1.746
N 3.985 2.606 0.694
N 0.415 -2.013 0.114
C 1.937 -3.790 -0.444
C -4.869 -0.408 -2.731
C -2.888 -3.387 -0.154
C 0.786 -3.641 1.932
C -0.515 -3.837 3.875
C 0.709 -3.295 0.463
C 0.006 1.951 -0.354
C 4.962 2.073 -0.200
C 3.315 -0.266 -1.554
C -3.960 -0.111 -1.541
C -3.064 -1.315 -1.183
C 5.043 0.525 -0.100
C 6.242 2.747 0.230
H -2.508 -1.572 -2.084
H 5.728 0.053 -0.805
H 0.914 -4.716 2.054
H 6.175 3.828 0.114
H -5.267 0.443 -3.284
H 3.157 2.163 0.321
H 1.743 -3.428 -1.454
H 3.932 3.532 0.294
H 6.522 2.559 1.267
H -0.171 -4.830 4.166
H -4.538 -0.012 -0.621
H -2.326 -1.034 -0.431
H 2.464 -0.942 -1.483
H 2.979 0.723 -1.867
H -3.502 -4.214 0.203
H -1.499 -3.688 4.319
H -2.399 -3.721 -1.070
H -5.855 -0.820 -2.513
H -0.108 -3.846 -0.003
H -2.769 1.118 -2.668
H -2.353 1.047 -1.172
H 4.715 2.370 -1.219
H -0.016 -2.073 -0.797
H 5.362 0.526 0.942
H 1.949 -4.880 -0.438
H 2.950 -3.477 -0.194
H 1.434 -2.895 2.394
H -4.391 -1.042 -3.478
H 0.085 -3.077 4.374
H -2.215 -3.198 0.682
H 7.106 2.420 -0.349
H -0.154 -1.445 0.725
H 4.015 -0.730 -2.249
*
```

Calculated values
E = -4066.21093 Ha
orbital gap (spin up / spin down) = 8.4052 / 3.0378 eV
LUMO energy (spin up / spin down) = -6.5 / -11.4 eV

=====

(4)
The following is a quantum chemistry calculation of a structure of composition C13H33N3O6S in a non-equilibrium geometry, from the OMol25 dataset.

```
! wB97M-V def2-TZVPD RIJCOSX def2/J DEFGRID3
* xyz 2 1
S 1.189 2.812 1.320
O 2.076 2.114 0.437
O 0.915 -3.460 -3.058
O 0.264 -0.758 0.098
O -2.255 0.835 2.037
O 3.832 -1.834 2.506
O 0.851 2.405 2.589
N -0.382 -1.535 -2.456
N -2.397 -0.787 0.368
N 2.162 -2.298 0.828
C -1.232 -4.003 -2.616
C -2.613 0.498 0.917
C -2.508 -1.957 1.182
C 0.436 5.254 0.536
C 3.245 -2.418 -0.214
C -0.159 4.140 -0.431
C 1.588 -1.513 3.253
C -3.481 1.425 0.135
C 2.639 -1.858 2.176
C 1.518 4.490 1.247
C 0.495 -0.664 -3.316
C -0.181 -3.000 -2.725
C -0.194 2.889 0.362
H -0.768 -5.093 -2.219
H 0.812 4.116 -1.419
H 1.524 -1.389 0.406
H 4.211 -3.013 0.182
H -0.240 5.693 1.363
H 0.216 0.378 -3.410
H 2.992 -2.996 -0.947
H -0.182 2.145 -0.403
H -4.404 1.029 -0.212
H -2.021 -2.001 2.122
H 1.530 -0.862 -3.189
H 0.923 -2.086 3.373
H -1.176 4.380 -0.951
H 1.194 -0.492 3.002
H 3.521 -1.284 -0.492
H -1.426 -0.901 0.381
H 0.595 0.304 0.070
H 0.519 -1.030 -4.365
H -2.819 -0.950 -0.581
H -1.207 2.830 1.063
H -1.232 -1.152 -2.223
H 2.147 -1.387 4.203
H -3.299 1.964 -0.820
H -3.347 -2.053 1.672
H -3.834 2.500 0.598
H 1.600 -3.146 0.867
H 0.661 6.355 0.130
H -2.138 -3.851 -1.819
H -0.060 -1.282 -1.503
H 1.719 4.829 2.294
H 2.415 4.523 0.693
H -2.510 -2.765 0.566
H -1.726 -4.066 -3.620
*
```

Calculated values
E = -1528.07487 Ha
orbital gap = 9.0450 eV
energy above the lowest of the compared OMol25 structures with the same formula, charge and spin = 328.40 kJ/mol
LUMO energy = -6.6 eV

=====

(5)
The following is a quantum chemistry calculation of a cluster of 4 separate species, C13H33NO4 in total in a non-equilibrium geometry, from the OMol25 dataset.

```
! wB97M-V def2-TZVPD RIJCOSX def2/J DEFGRID3
* xyz 0 1
O 6.493 7.498 9.529
O 10.884 10.736 7.674
O 9.283 8.593 8.950
O 11.651 7.887 7.274
N 6.917 6.955 8.238
C 6.985 5.460 8.372
C 11.581 11.653 8.524
C 6.278 6.701 5.892
C 6.281 8.917 6.987
C 8.188 5.141 9.234
C 10.838 7.267 6.310
C 5.726 4.941 9.026
C 12.644 12.349 7.686
C 5.940 7.445 7.236
C 11.163 7.574 4.897
C 6.141 5.182 5.923
C 4.417 7.350 7.484
C 7.197 4.784 6.973
H 10.853 12.342 8.965
H 5.552 5.489 9.938
H 11.122 6.256 6.397
H 13.330 11.633 7.240
H 7.350 8.998 6.737
H 6.374 4.746 4.979
H 13.292 13.103 8.220
H 10.791 8.535 4.583
H 5.966 9.574 7.751
H 9.110 5.288 8.707
H 12.043 11.120 9.403
H 4.010 6.363 7.245
H 7.265 3.728 7.263
H 10.637 6.866 4.216
H 11.564 8.880 7.267
H 8.279 5.784 10.181
H 8.194 4.137 9.649
H 7.349 6.898 5.748
H 4.199 7.481 8.526
H 5.737 7.232 5.082
H 4.895 5.147 8.366
H 7.226 8.097 9.763
H 5.720 9.275 6.106
H 9.788 7.388 6.662
H 12.202 7.383 4.760
H 8.171 5.083 6.489
H 3.925 8.042 6.862
H 5.080 4.892 6.153
H 10.186 8.286 8.773
H 12.141 12.829 6.814
H 8.758 7.941 8.419
H 5.860 3.863 9.280
H 10.017 10.497 8.063
*
```

Calculated values
E = -870.76451 Ha
orbital gap = 10.0602 eV
energy above the lowest of the compared OMol25 structures with the same formula, charge and spin = 0.00 kJ/mol
LUMO energy = 0.7 eV

=====

(6)
The following is a quantum chemistry calculation of a cluster of 2 separate species, C13H34ClN3O2PS in total, from the OMol25 dataset.

```
! wB97M-V def2-TZVPD RIJCOSX def2/J DEFGRID3
* xyz 1 1
Cl 2.150 1.912 -3.809
S 0.598 1.990 -2.500
P -4.215 -2.408 -1.881
O 1.125 2.378 -1.235
O -0.432 2.754 -3.122
N -6.016 -4.102 2.695
N -5.265 -3.320 -2.807
N 5.038 2.889 1.918
C 4.290 2.839 -0.441
C 0.095 0.273 -2.420
C -5.749 -2.901 1.889
C 6.133 2.695 2.851
C -5.027 -1.974 -0.362
C -5.293 -3.242 0.483
C 5.308 2.374 0.589
C 6.515 1.259 3.232
C 3.243 1.166 2.521
C -3.587 -0.996 -2.775
C -1.258 0.011 -3.102
C -2.361 -0.333 -2.102
C 3.705 2.628 2.429
H 3.682 0.644 3.370
H 4.217 3.927 -0.448
H -2.680 0.570 -1.585
H -4.410 -1.259 0.185
H -1.133 -0.794 -3.827
H -4.380 -3.839 0.536
H -6.670 -2.320 1.841
H 6.297 2.733 0.294
H -1.957 -0.998 -1.333
H -5.964 -1.480 -0.623
H -4.402 -0.290 -2.934
H 5.905 3.256 3.761
H 3.300 2.424 -0.268
H 3.631 3.093 3.415
H -5.684 -2.754 -3.538
H -3.305 -1.366 -3.765
H 6.615 0.617 2.356
H 0.884 -0.319 -2.871
H 0.065 0.041 -1.359
H -6.023 -4.943 2.140
H -4.773 -4.087 -3.259
H -6.060 -3.829 -0.020
H 5.790 0.807 3.908
H 4.601 2.512 -1.436
H 7.477 1.261 3.747
H -3.149 -3.235 -1.538
H -1.547 0.889 -3.675
H 3.486 0.607 1.615
H 2.992 3.170 1.804
H 2.158 1.134 2.646
H -5.342 -4.214 3.434
H 7.013 3.181 2.419
H 5.358 1.272 0.562
H -4.991 -2.306 2.396
*
```

Calculated values
E = -2029.93882 Ha
orbital gap = 6.2226 eV
LUMO energy = -3.1 eV

=====

(7)
The following is a quantum chemistry calculation of a structure of composition C13H34HfN2Na2O13S2 in a non-equilibrium geometry, from the OMol25 dataset.

```
! wB97M-V def2-TZVPD RIJCOSX def2/J DEFGRID3
* xyz 2 1
Hf -0.301 -18.067 -6.597
S 0.521 -19.478 -9.122
S 2.482 -17.892 -5.619
Na -0.939 -21.017 -11.787
Na 3.876 -19.421 -8.367
O -0.187 -19.954 -7.907
O 0.683 -18.083 -8.623
O 1.523 -16.888 -6.217
O 3.666 -18.115 -6.408
O 4.484 -22.543 -11.190
O -0.851 -16.263 -7.940
O 1.537 -19.009 -5.903
O -0.003 -16.889 -11.471
O 2.651 -17.740 -4.203
O -0.379 -19.480 -10.279
O 1.757 -20.162 -9.387
O -1.412 -20.116 -5.685
O -1.046 -23.009 -10.097
N 1.338 -22.056 -11.556
N -2.627 -18.114 -7.251
C 5.024 -23.591 -11.967
C -2.802 -20.288 -5.898
C 2.450 -22.038 -12.505
C -2.056 -23.150 -9.079
C 3.800 -21.556 -11.925
C -2.644 -17.669 -8.672
C 1.100 -23.378 -10.959
C -0.862 -21.054 -4.759
C -2.071 -16.282 -8.718
C 0.295 -23.284 -9.668
C -3.203 -19.484 -7.132
C -0.195 -14.980 -7.920
C 1.075 -16.879 -12.405
H 0.816 -15.134 -7.546
H -3.371 -17.503 -6.908
H -0.528 -21.941 -5.302
H 1.553 -21.458 -10.780
H 0.682 -24.084 -11.681
H -3.661 -17.645 -9.075
H -2.102 -18.367 -9.311
H 0.359 -24.256 -9.173
H -4.292 -19.389 -7.146
H 5.528 -23.243 -12.869
H -1.871 -15.990 -9.748
H 0.571 -22.475 -8.989
H 1.988 -17.291 -11.956
H 4.271 -24.360 -12.176
H -0.674 -14.324 -7.191
H 0.917 -17.522 -13.281
H 5.736 -24.133 -11.345
H 2.065 -23.865 -10.745
H -2.735 -15.581 -8.204
H -2.343 -24.199 -9.053
H -1.661 -22.807 -8.119
H -3.496 -20.144 -5.059
H 2.576 -22.968 -13.060
H -2.854 -22.481 -9.396
H -3.014 -21.350 -6.082
H -0.046 -17.796 -11.123
H 3.538 -20.756 -11.231
H 0.075 -20.677 -4.337
H 1.180 -15.851 -12.738
H 2.217 -21.303 -13.285
H 4.418 -21.173 -12.740
H -1.509 -21.217 -3.899
H -2.970 -20.066 -8.023
H -0.135 -14.533 -8.908
*
```

Calculated values
E = -2772.04735 Ha
orbital gap = 6.9583 eV
LUMO energy = -6.9 eV

=====

(8)
The following is a quantum chemistry calculation of a structure of composition C13H34N2NaO4PS2, from the OMol25 dataset.

```
! wB97M-V def2-TZVPD RIJCOSX def2/J DEFGRID3
* xyz 0 1
S 1.501 -1.949 -3.494
S -2.363 2.670 -0.643
P -0.461 1.500 -0.174
Na 0.054 -3.308 -5.958
O 1.067 -3.207 -2.980
O -2.343 1.154 1.915
O 2.766 -1.872 -4.149
O 0.403 -1.697 -4.711
N 1.195 0.790 0.244
N -1.143 -0.119 -0.485
C -3.669 -1.665 3.138
C -2.172 -0.488 -1.409
C -2.400 -0.835 3.368
C 1.237 -0.629 -2.334
C -3.518 -0.839 -0.768
C 5.063 -0.704 0.939
C 3.884 -0.161 1.737
C 0.116 1.716 -2.041
C -2.592 0.676 3.213
C -0.950 1.367 1.678
C 1.892 1.395 1.369
C 3.408 1.216 1.263
C 0.440 0.522 -2.942
H -3.631 0.925 3.437
H 0.774 -1.061 -5.337
H -1.866 -1.397 -1.965
H 3.870 1.985 1.886
H -2.005 -1.033 4.365
H -0.414 0.510 2.094
H -0.700 2.249 -2.525
H -1.962 1.205 3.936
H 0.777 -1.115 -1.484
H -4.571 -1.083 3.313
H 0.059 2.837 0.040
H -3.685 -2.524 3.807
H 5.944 -0.085 1.096
H 3.743 1.416 0.242
H 1.764 1.041 -0.555
H 3.052 -0.865 1.724
H -1.629 -1.155 2.667
H -3.388 1.912 -0.247
H -0.667 2.282 2.209
H -2.309 0.265 -2.183
H 2.258 -0.347 -2.082
H 4.191 -0.077 2.781
H -0.672 -0.876 -0.024
H 4.830 -0.715 -0.125
H 5.315 -1.718 1.247
H 1.668 2.463 1.490
H -3.468 -1.846 -0.355
H -4.323 -0.816 -1.503
H -3.692 -2.068 2.130
H 0.952 2.421 -2.032
H 1.593 0.908 2.300
H -0.485 0.121 -3.352
H -3.750 -0.157 0.046
H 1.012 0.865 -3.816
*
```

Calculated values
E = -2226.06714 Ha
orbital gap = 3.8581 eV
LUMO energy = -2.6 eV